1.
Molecular formula: C2H4N2S3
Method: DFT, ωB97M-V with the def2-TZVPD basis set

XYZ file:
```
11
Properties=species:S:1:pos:R:3:lowdin_charge:R:1
C 0.9782 1.9313 -0.3979 -0.39
C 0.7006 -0.5010 0.5651 -0.97
N -0.1660 1.9282 0.1413 -0.19
N -0.7343 0.8940 0.6413 -0.45
S 1.8877 0.3717 -0.3111 0.83
S 0.1440 -2.0020 -0.2337 0.67
S -2.0431 0.2848 -0.3775 0.66
H 1.5726 2.7510 -0.5306 0.04
H 0.9442 -0.6004 1.6757 0.07
H -0.0977 -2.3938 0.9863 -0.14
H -1.4365 0.2082 -1.6485 -0.11
```

Energy relative to the best compared isomer or geometry (same formula, charge and spin): 79.4 kcal/mol
Net charge: 0
Highest occupied orbital energy: -8.65 eV
LUMO energy: 0.421 eV
Calculated total energy: -1382.54560 Eh


2.
Molecular formula: C2H7NS2
Method: DFT, ωB97M-V with the def2-TZVPD basis set

XYZ file:
```
12
Properties=species:S:1:pos:R:3:lowdin_charge:R:1
S 2.8150 -0.6695 0.3012 0.55
C 1.2720 -0.4218 0.8885 -0.85
N 0.7821 0.7130 1.4078 -0.54
S -0.7046 0.8454 2.1174 0.76
H 0.5720 -1.3469 0.9336 0.09
H 1.4749 1.4425 1.2968 0.08
H -1.4620 1.0012 0.8890 -0.09
C -0.8825 -0.3436 -1.5783 -0.06
H -0.5780 0.6895 -1.3973 0.01
H -0.1188 -1.0670 -1.2910 0.01
H -1.8452 -0.4298 -0.9954 0.03
H -1.3248 -0.4131 -2.5721 0.02
```

Energy relative to the best compared isomer or geometry (same formula, charge and spin): 27.3 kcal/mol
Net charge: 0
Highest occupied orbital energy: -8.74 eV
LUMO energy: 0.272 eV
Calculated total energy: -931.48004 Eh


3.
Molecular formula: C44H40N5OPS2V
Method: DFT, ωB97M-V with the def2-TZVPD basis set

XYZ file:
```
94
Properties=species:S:1:pos:R:3:lowdin_charge:R:1
V -1.4160 1.2193 0.5216 0.54
C -4.6391 2.5564 -1.8575 -0.01
C -3.7516 1.8647 -0.8626 -0.27
N -2.4285 1.8495 -0.9650 -0.11
N -1.8932 2.3930 -2.0920 0.03
C -0.5684 2.5208 -2.2407 -0.74
N -0.0774 3.0656 -3.3693 0.13
S 0.4352 1.9856 -1.0222 0.95
C -4.2279 1.1554 0.2742 -0.22
C -5.5748 0.8934 0.5898 0.01
C -5.8762 0.1277 1.6914 -0.05
C -4.8305 -0.3831 2.4613 -0.04
C -3.5322 -0.0870 2.0998 -0.10
N -3.2259 0.6718 1.0573 -0.02
H -4.3097 3.5854 -2.0169 0.09
H -4.6476 2.0317 -2.8144 0.09
H -5.6575 2.5974 -1.4904 0.08
H -2.5261 2.7428 -2.8093 0.15
H -0.6605 3.4829 -4.0743 0.12
H 0.9174 3.1903 -3.4250 0.11
H -6.3645 1.2801 -0.0321 0.11
H -6.9021 -0.0854 1.9474 0.11
H -5.0232 -0.9951 3.3254 0.11
H -2.6936 -0.4618 2.6767 0.13
C 6.1895 -1.8501 1.6485 -0.03
C 5.2358 -1.4940 0.4974 -0.55
C 4.2629 -2.6616 0.3035 -0.04
C 6.0481 -1.3124 -0.7937 -0.03
C 4.5433 -0.1826 0.8366 -0.14
C 5.3284 0.9704 0.9624 -0.01
C 4.7746 2.1818 1.2993 -0.06
C 3.4082 2.2426 1.5092 -0.44
S 2.4999 3.6580 1.9138 1.20
C 1.0267 2.7473 1.8549 -0.41
N 1.2371 1.4296 1.6252 0.02
C 2.5806 1.1208 1.3851 -0.20
C 3.1740 -0.0936 1.0359 0.05
C -0.2016 3.4988 1.9054 -0.25
C -0.1422 4.7744 2.5050 -0.06
C -1.2372 5.6031 2.5245 -0.07
C -2.4248 5.1725 1.9481 -0.06
C -2.4877 3.9227 1.3558 -0.08
C -1.3989 3.0617 1.2993 -0.15
H 6.7272 -2.7657 1.4137 0.09
H 5.6348 -2.0020 2.5723 0.09
H 6.9220 -1.0668 1.8209 0.08
H 4.8303 -3.5558 0.0599 0.09
H 3.5737 -2.4721 -0.5152 0.07
H 3.6946 -2.8677 1.2071 0.08
H 6.4399 -2.2705 -1.1227 0.09
H 6.8900 -0.6444 -0.6385 0.08
H 5.4255 -0.9046 -1.5855 0.08
H 6.3909 0.9235 0.8018 0.11
H 5.3805 3.0667 1.4036 0.12
H 2.5798 -0.9807 0.9396 0.07
H 0.7776 5.0972 2.9712 0.08
H -1.1768 6.5768 2.9866 0.11
H -3.2956 5.8139 1.9582 0.11
H -3.4370 3.6142 0.9289 0.09
O -0.8993 0.8495 2.2708 -0.12
C 0.1273 0.5049 1.5988 -0.56
C 0.4219 -0.9600 1.6866 -0.19
C 1.1185 -1.4501 2.7922 -0.03
C 1.2118 -2.8133 3.0091 -0.06
C 0.5658 -3.6979 2.1587 -0.06
C -0.1526 -3.2214 1.0773 -0.05
C -0.2111 -1.8543 0.8143 -0.27
P -1.2128 -1.1167 -0.5272 1.14
C -0.0900 -0.9524 -1.9570 -0.41
C 1.2917 -1.0456 -1.8757 -0.11
C 2.0726 -0.7904 -2.9892 -0.07
C 1.4777 -0.4385 -4.1876 -0.08
C 0.0977 -0.3353 -4.2761 -0.08
C -0.6829 -0.5827 -3.1624 -0.13
C -2.1846 -2.5501 -1.1139 -0.35
C -3.5080 -2.6919 -0.7098 -0.08
C -4.2454 -3.7893 -1.1219 -0.07
C -3.6700 -4.7459 -1.9429 -0.07
C -2.3554 -4.5985 -2.3609 -0.06
C -1.6142 -3.5069 -1.9510 -0.09
H 1.5785 -0.7584 3.4854 0.13
H 1.7547 -3.1850 3.8646 0.11
H 0.6061 -4.7572 2.3555 0.11
H -0.6869 -3.9126 0.4424 0.10
H 1.7499 -1.3121 -0.9382 0.07
H 3.1467 -0.8619 -2.9145 0.10
H 2.0881 -0.2434 -5.0565 0.11
H -0.3661 -0.0641 -5.2118 0.11
H -1.7635 -0.4990 -3.2184 0.11
H -3.9554 -1.9415 -0.0707 0.09
H -5.2737 -3.8959 -0.8090 0.11
H -4.2416 -5.6047 -2.2619 0.11
H -1.9062 -5.3330 -3.0131 0.11
H -0.5896 -3.3975 -2.2778 0.11
```

Energy relative to the best compared isomer or geometry (same formula, charge and spin): 57.4 kcal/mol
Net charge: +1
Highest occupied orbital energy (alpha / beta): -8.62 / -9.94 eV
<S²>: 2.0583
LUMO energy (alpha / beta): -2.798 / -3.011 eV
2S+1: 3
Calculated total energy: -4131.28606 Eh


4.
Molecular formula: C3H3FO2Rh
Method: DFT, ωB97M-V with the def2-TZVPD basis set

XYZ file:
```
10
Properties=species:S:1:pos:R:3:lowdin_charge:R:1
H -0.6190 0.9136 -0.8270 0.32
H 1.3514 0.8879 -0.6005 0.17
O 0.9793 0.2799 1.3540 0.14
O -0.7607 -0.9536 0.9739 0.05
C 0.5457 0.9328 0.1372 0.06
C -0.8231 -0.3091 -0.2553 -0.26
C 0.2984 -0.7445 1.7716 0.31
H 0.2773 1.9560 0.4147 0.17
F 0.1401 -0.6387 -1.1901 -0.22
Rh -1.3896 -2.3244 -1.7786 1.25
```

Energy relative to the best compared isomer or geometry (same formula, charge and spin): 90.8 kcal/mol
Net charge: +2
Highest occupied orbital energy (alpha / beta): -17.00 / -20.50 eV
<S²>: 8.7713
LUMO energy (alpha / beta): -10.886 / -14.163 eV
2S+1: 6
Calculated total energy: -475.73752 Eh


- What is the formula in the second record?
  C2H7NS2


- The lowest calculated total energy belongs to which entry?
  C44H40N5OPS2V


- calculated total energy of number 1 (C2H4N2S3)?
  -1382.54560 Eh


- The highest net charge belongs to which entry?
  C3H3FO2Rh